# 1
{
  "formula": "C4H5FeO",
  "method": "ωB97M-V/def2-TZVPD",
  "max_force_ha_per_bohr": 0.107,
  "multiplicity": 6,
  "s2": 8.78,
  "de_lowest_kcal_mol": 41.39,
  "energy_ev": -40638.339,
  "total_charge": 2,
  "elements": ["O", "H", "C", "C", "H", "H", "C", "H", "H", "Fe", "C"],
  "positions_angstrom": [[2.051, 0.457, 0.497], [1.342, -1.492, 1.013], [0.055, -0.789, 0.140], [-1.897, 0.591, -0.560], [-0.634, 1.075, 1.043], [-2.539, 1.461, -0.416], [-0.868, 0.341, 0.264], [-0.311, -1.699, -0.346], [-2.161, -0.099, -1.366], [3.530, 0.789, -0.408], [1.431, -0.634, 0.139]],
  "forces_ev_per_a": [[0.08, 0.47, -0.47], [1.64, 0.41, -1.16], [-1.82, 2.27, -3.83], [-0.88, -1.04, -0.25], [0.06, -0.19, -0.28], [0.47, 0.01, -0.23], [0.97, -0.02, 1.60], [0.09, -0.11, 0.44], [-0.03, 0.21, 0.24], [1.41, 0.69, -0.42], [-1.99, -2.71, 4.37]],
  "mulliken_charge": [-0.6754, 0.2939, -0.2160, -0.5744, 0.3246, 0.2959, 0.0127, 0.4440, 0.2686, 1.3952, 0.4310]
}


# 2
{
  "formula": "C5H10N2O",
  "method": "ωB97M-V/def2-TZVPD",
  "max_force_ha_per_bohr": 0.021,
  "de_lowest_kcal_mol": 129.72,
  "energy_ev": -10369.680,
  "total_charge": 0,
  "elements": ["H", "C", "N", "C", "H", "C", "H", "H", "H", "H", "C", "H", "N", "O", "H", "C", "H", "H"],
  "positions_angstrom": [[0.724, -0.054, -2.170], [0.665, -0.307, -0.038], [-2.217, -0.065, -2.212], [0.207, -0.601, -1.383], [-0.299, -1.999, 0.877], [-1.324, -0.047, -1.443], [1.526, 1.243, 1.182], [0.467, -0.881, 2.027], [1.512, 1.597, -0.560], [0.147, -1.663, -1.614], [1.632, 0.810, 0.184], [1.462, -1.954, 1.046], [-2.227, 1.244, 0.619], [-1.101, 0.627, 0.044], [-1.953, 2.203, 0.814], [0.553, -1.338, 1.038], [2.657, 0.425, 0.102], [-2.431, 0.760, 1.488]],
  "forces_ev_per_a": [[0.10, -0.04, 0.12], [-0.08, 0.33, 0.24], [0.51, 0.15, 0.81], [-0.55, 0.16, 0.03], [0.04, 0.05, -0.06], [0.39, -0.48, -0.77], [0.02, -0.07, -0.06], [0.02, 0.01, -0.10], [-0.03, -0.08, 0.02], [-0.05, 0.03, 0.07], [-0.09, 0.13, 0.08], [-0.05, 0.09, -0.07], [0.78, 0.09, 0.40], [-0.64, -0.30, -0.81], [-0.13, -0.03, 0.12], [-0.08, -0.01, 0.01], [-0.12, -0.06, -0.01], [-0.03, 0.04, 0.00]],
  "mulliken_charge": [0.3152, 1.3858, -0.7138, -0.8480, 0.3947, 0.3995, 0.3168, 0.3190, 0.4032, 0.3252, -1.4337, 0.3687, -0.4140, -0.2652, 0.2285, -1.3862, 0.3809, 0.2236]
}


# 3
{
  "formula": "C2H2OS3",
  "method": "ωB97M-V/def2-TZVPD",
  "max_force_ha_per_bohr": 0.075,
  "de_lowest_kcal_mol": 35.81,
  "energy_ev": -36657.397,
  "total_charge": 0,
  "elements": ["C", "H", "S", "S", "O", "H", "S", "C"],
  "positions_angstrom": [[0.773, -0.920, 0.070], [1.585, -1.378, -0.294], [-0.738, 1.218, 0.567], [-2.033, -0.715, 0.241], [-1.077, 2.353, -0.251], [1.327, 1.071, -0.528], [-0.474, -2.051, 0.264], [0.638, 0.423, -0.069]],
  "forces_ev_per_a": [[-2.26, 2.68, -0.32], [3.41, -1.54, -0.85], [-1.03, -1.05, 1.55], [-0.19, 0.88, 0.33], [-0.32, 0.78, -1.14], [1.09, 0.58, -0.30], [-0.32, -0.14, 0.22], [-0.38, -2.21, 0.52]],
  "mulliken_charge": [-0.1549, 0.3711, 0.3889, -0.1834, -0.4708, 0.3445, -0.0282, -0.2672]
}